(1)
ORCA calculation (wB97M-V/def2-TZVPD) on the molecule C23H23NO8S in a non-equilibrium geometry.

Output
**E_HOMO**: -8.9 eV
**Total energy**: -1945.1302 hartree
**Kohn-Sham gap**: 8.62 eV
**E_LUMO**: -0.2 eV
**Energy relative to the best compared isomer or geometry (same formula, charge and spin)**: 7.76 kcal per mole
**2S+1**: 1

Cartesian coordinates (Å):
H: 2.0137 4.4157 1.8833
S: -0.2760 2.4752 -2.3594
H: -1.8864 4.3337 -0.8912
H: -2.0693 -3.9259 2.7005
O: -0.4030 1.4368 -3.3384
O: -0.2934 3.8448 -2.7796
H: -3.5334 -2.9982 1.0816
H: 2.8687 2.8738 1.8090
H: -3.6163 4.0112 0.8828
C: 2.5614 0.2201 0.9707
C: 0.0585 -4.1706 2.5207
H: 2.3551 0.1568 2.0361
H: -4.1950 1.7077 1.6069
C: -3.4714 1.8776 0.8239
C: -3.1389 3.1593 0.4230
H: -3.0915 -3.4796 -0.5872
C: 0.9709 -3.4749 0.4324
C: 0.7960 -2.4727 -2.1517
C: -0.2864 -3.1302 -0.0929
C: -3.1998 -0.5890 0.7067
O: 0.5114 1.5890 0.8214
H: 3.3356 0.9636 0.8008
H: 3.0735 -3.5967 0.1106
H: -1.2969 -2.3784 -1.8329
C: 2.0458 -2.8083 -1.6133
C: 0.9723 2.9320 0.7326
H: 3.9331 -2.9214 -1.9241
N: 1.1932 2.2341 -1.6139
H: 1.4379 3.0372 2.8305
H: 1.0061 0.2320 -1.9471
H: 2.7033 3.1740 -0.5778
C: -2.1776 3.3490 -0.5591
C: -1.4284 -3.3023 0.7683
C: -2.8740 0.7746 0.2176
H: 1.3135 4.1885 -1.0232
H: 0.6054 -0.3014 0.2824
H: -1.4595 0.1305 -1.2787
C: -2.7939 -2.8868 0.2828
C: 1.2768 0.5632 0.2134
C: -1.5782 2.2482 -1.1407
H: 0.7546 -2.0907 -3.1587
C: -1.2493 -3.7940 2.0129
C: -1.9273 0.9653 -0.7844
C: 1.6103 3.2118 -0.6431
O: -3.7747 -0.8298 1.7366
O: -2.7544 -1.5266 -0.1431
C: 1.8895 3.3360 1.8884
H: 2.9262 -0.7449 0.6285
H: 2.6321 0.7606 -1.4888
H: 0.0424 3.5078 0.8263
O: 3.1374 -2.6215 -2.3821
C: 1.5636 0.8836 -1.2764
C: 2.1267 -3.3138 -0.3259
O: 0.2799 -4.6294 3.6109
O: 1.1227 -3.9700 1.6774
C: -0.3425 -2.6368 -1.4051

---

(2)
ORCA calculation (wB97M-V/def2-TZVPD) on a structure of composition C24H35N9S2SeTeTi in a non-equilibrium geometry.

Output
**Charge**: +2
**E_HOMO (spin up / spin down)**: -13.2 / -13.2 eV
**Total energy**: -5743.2177 hartree
**Kohn-Sham gap (spin up / spin down)**: 6.42 / 6.42 eV
**E_LUMO (spin up / spin down)**: -6.8 / -6.8 eV
**Energy relative to the best compared isomer or geometry (same formula, charge and spin)**: 19.47 kcal per mole
**2S+1**: 1

Cartesian coordinates (Å):
C: -0.0913 -2.8925 1.5180
H: 2.3381 -0.4997 -3.5495
H: -1.9241 -7.3188 1.7140
C: 1.4007 2.8069 1.3999
H: -0.5257 -7.6121 0.6863
H: 2.3634 -4.2048 3.0586
H: -0.8143 2.8190 -1.4390
H: -1.2378 6.9496 -0.3809
S: 3.2759 5.1825 -1.2925
C: -1.8228 -4.4906 0.9803
C: -0.9306 -5.5497 1.0704
S: -1.6572 0.3422 -0.9785
C: -2.4969 -2.1381 1.1270
C: -4.0287 2.2093 1.4285
C: 2.2509 -3.8028 2.0533
N: 1.9271 2.9934 -1.6171
H: -2.8623 -4.6817 0.7544
C: -0.6003 6.1242 -0.6498
H: -4.1803 2.2870 3.5453
H: -3.6854 3.7988 2.7875
Se: 1.9552 4.1600 2.2600
C: -1.3769 -6.9554 0.8435
H: -0.1214 -1.9507 -2.4479
C: 1.5505 5.2420 -1.0948
C: -2.8522 1.1172 -0.0909
C: -0.3840 3.7936 -1.2476
H: -2.0492 -7.0244 -0.0112
H: -3.4519 -2.5616 1.4226
H: 3.4223 1.3815 -0.1786
C: 0.9644 -1.8129 -2.5098
C: 0.7594 6.3267 -0.7475
H: 3.6234 0.0232 -2.0620
N: -2.7672 1.7139 1.1319
H: -1.8091 1.4234 2.8484
N: 0.9686 1.8831 0.7760
N: -4.1319 1.2760 -0.4657
H: 1.4130 -2.7009 -2.9727
H: 3.3053 -2.4511 -1.8303
H: 2.8984 -4.3885 1.4039
C: 2.9375 -1.7893 -1.0367
N: -4.8425 1.9389 0.4617
H: 1.0320 -2.2974 -0.5487
C: -4.3302 2.9272 2.6760
H: -2.2403 4.7772 -0.8730
H: -2.5830 -1.7965 0.0939
H: -4.5646 0.9620 -1.3229
H: -5.3668 3.2463 2.6576
C: 1.2653 -0.5763 -3.3533
C: 0.9982 3.9660 -1.3267
C: -1.1668 4.8759 -0.9145
H: 1.3627 1.4242 -2.7848
H: 0.7580 -0.6458 -4.3223
Ti: 0.8758 0.4026 -0.3181
H: 4.7535 -0.6388 -0.8730
H: 3.9936 2.9275 -1.8861
N: -1.6187 1.7517 1.9021
C: -1.4307 -3.1835 1.2188
N: 3.0700 0.4271 -0.0878
H: -2.2745 -1.2979 1.7859
C: 3.6908 -0.4542 -1.0800
H: 3.3150 0.1110 0.8579
Te: 0.4884 -0.8638 2.0381
H: 3.1600 -2.2619 -0.0729
H: 1.0793 -6.0606 1.5484
H: -1.2294 2.6929 1.9525
H: 1.2088 7.2909 -0.5670
H: -0.1469 0.7962 -2.8494
H: 2.5860 -2.7640 2.0851
N: 1.4763 -1.5898 -1.1454
C: 3.1181 3.5053 -1.6422
C: 0.8166 -3.9520 1.6374
N: 0.8150 0.5834 -2.5684
C: 0.3781 -5.2521 1.4143

---

(3)
ORCA calculation (wB97M-V/def2-TZVPD) on a structure of composition C23H23Br2MoN2O9PSTe in a non-equilibrium geometry.

Output
**Charge**: +2
**E_HOMO**: -13.9 eV
**Total energy**: -7900.2972 hartree
**Kohn-Sham gap**: 6.11 eV
**E_LUMO**: -7.8 eV
**Energy relative to the best compared isomer or geometry (same formula, charge and spin)**: 3.09 kcal per mole
**2S+1**: 1

Cartesian coordinates (Å):
H: 0.7236 5.9799 3.2739
O: -1.7264 1.1046 1.7583
C: -2.9282 3.2137 1.4717
O: -0.3624 -0.9429 4.7383
H: 3.0942 -1.2994 0.1390
H: 4.0961 -1.4350 -5.6107
O: -3.0421 -2.8833 0.4316
H: -4.1592 -2.2876 -2.4884
C: -2.8671 4.6175 1.6563
H: 4.3791 0.7865 -0.6794
H: -4.4308 -3.5501 1.7469
H: 3.3034 -1.1008 1.9023
H: 5.5772 -0.7185 -4.9609
C: 4.5191 -0.5454 -5.1444
O: 0.1127 0.9719 -0.3937
S: 1.5770 1.0675 -0.2001
C: 1.6392 -2.3465 1.3864
N: 1.6798 -0.0247 1.0727
Mo: -0.1288 0.1942 1.8044
C: -0.6175 4.4389 2.5657
H: 1.8426 -0.4233 -4.7613
H: 2.2197 1.9656 3.3338
H: -2.9516 -0.5564 -1.1474
Br: -4.4523 2.4228 0.7440
C: -3.4751 -3.9150 1.3845
C: -3.4677 -1.6005 -2.9748
C: 1.6030 4.0361 3.3872
H: -4.2558 -5.1536 -0.1898
P: -1.5887 -2.5211 0.0154
C: -3.6253 -5.2431 0.6939
C: 1.6972 0.1525 -2.7108
C: -2.4726 -1.0501 -1.9940
H: 0.6169 0.1638 -2.6960
O: -1.0300 -1.4062 0.8546
C: 3.7853 -0.2009 -3.8795
O: 1.4679 -3.1539 0.3501
O: 1.0253 -2.3626 2.4258
C: -1.8627 2.4650 1.8532
O: -1.6372 -2.1726 -1.4936
C: 2.4269 0.4776 -1.5678
N: 0.3032 2.1893 2.6280
H: -2.6729 -5.6874 0.3875
H: -1.7664 -0.3568 -2.4424
C: 1.4264 2.6735 3.1327
C: 0.5953 4.9200 3.0982
H: 4.4306 0.2719 -5.8626
O: 2.1198 2.3203 0.2153
H: -2.7721 -3.9341 2.2169
H: 2.5431 4.3742 3.7976
C: 3.8226 0.4850 -1.5584
H: -3.7179 5.2186 1.3690
C: -0.7099 3.0634 2.3673
C: 4.4853 0.1272 -2.7142
H: -2.9657 -2.1206 -3.7893
C: -0.2538 -0.5698 3.6839
H: 5.5678 0.1177 -2.7242
C: -1.7572 5.2121 2.1893
H: -4.0873 -5.9540 1.3796
Br: -1.7349 7.0692 2.4094
H: -4.0436 -0.7760 -3.3978
C: 2.5832 -1.1933 1.0904
C: 2.3910 -0.1785 -3.8601
Te: -0.0911 -4.4367 0.2866

---

(4)
ORCA calculation (wB97M-V/def2-TZVPD) on a cluster of 4 separate species, C2H11NO4 in total in a non-equilibrium geometry.

Output
**E_HOMO**: -10.1 eV
**Total energy**: -438.4794 hartree
**Kohn-Sham gap**: 10.69 eV
**E_LUMO**: 0.6 eV
**Energy relative to the best compared isomer or geometry (same formula, charge and spin)**: 49.01 kcal per mole
**2S+1**: 1

Cartesian coordinates (Å):
O: -0.3191 -3.6442 0.5914
H: 1.4010 -0.5718 -0.0707
C: -1.2340 0.0524 0.0591
H: -1.6594 1.7877 1.3415
C: -0.9442 1.4353 0.5927
O: 0.3558 1.8470 -2.0923
H: 0.5508 -3.2074 0.4228
H: -1.3360 -0.7635 0.7768
H: 1.0367 1.9709 0.4538
O: 1.3512 -1.4961 0.2427
H: 1.9547 -1.4175 0.9897
H: 0.5630 1.6929 1.9768
O: -1.2133 -0.1493 -1.1348
H: -0.6693 -3.5984 -0.3190
H: 0.6522 1.4613 -2.9281
H: -0.1617 1.0394 -1.8235
H: -0.8444 2.2394 -0.1144
N: 0.5160 1.3221 1.0355

---

(5)
ORCA calculation (wB97M-V/def2-TZVPD) on a structure of composition C22H18LaN4O2Se in a non-equilibrium geometry.

Output
**Charge**: +1
**E_HOMO**: -10.4 eV
**Total energy**: -3651.4892 hartree
**Kohn-Sham gap**: 6.27 eV
**E_LUMO**: -4.2 eV
**Energy relative to the best compared isomer or geometry (same formula, charge and spin)**: 21.68 kcal per mole
**2S+1**: 1

Cartesian coordinates (Å):
C: 17.4831 10.5110 7.7372
C: 15.8379 8.5264 4.2334
N: 14.9441 5.5158 5.9501
C: 17.9118 12.2574 5.6232
H: 17.7126 5.3262 5.4661
N: 14.0873 10.6926 6.1608
H: 18.1019 12.8457 4.7213
H: 15.3300 9.3586 3.8086
Se: 12.0999 5.3301 6.5504
C: 17.2252 6.1352 5.0251
C: 8.6357 12.0795 6.1516
C: 13.6945 6.1211 6.0197
H: 13.1589 7.6310 4.6082
H: 10.1133 12.0934 4.5891
C: 16.4243 10.8624 6.8929
C: 15.0446 10.2142 6.9355
La: 12.8924 8.0802 7.6807
C: 19.0008 11.8009 6.4127
H: 12.1841 10.9167 4.5247
C: 15.3935 4.3598 6.7491
C: 17.8663 7.1241 4.2802
C: 16.6228 11.8664 5.8973
H: 8.2328 13.0960 5.8870
H: 17.6002 9.0775 3.2074
H: 14.5724 3.6631 6.9015
H: 17.2403 9.8121 8.5077
C: 9.7612 11.6305 5.4523
C: 8.6923 9.9724 7.2970
N: 12.9091 9.9534 6.2846
H: 16.1597 3.7902 6.2630
H: 15.7810 4.6538 7.7493
H: 7.2342 11.5016 7.7947
C: 11.9331 10.4157 5.4899
C: 15.8567 6.3552 5.2579
O: 14.8482 9.1295 7.6897
C: 8.1334 11.2731 7.1748
C: 18.7872 10.9527 7.4877
C: 17.1604 8.3053 3.8888
H: 15.7976 12.3725 5.4056
H: 19.9307 11.9766 5.9806
H: 8.2596 9.0838 7.7575
C: 10.5536 10.5432 5.8638
H: 18.8991 6.9980 3.9756
O: 10.6901 8.6783 7.2808
C: 15.1566 7.5210 4.9412
C: 9.9960 9.7303 6.8892
H: 19.6256 10.7192 8.1916
N: 13.8254 7.3679 5.3336

---

(6)
ORCA calculation (wB97M-V/def2-TZVPD) on a structure of composition C38H42N4O2OsPSe2.

Output
**Charge**: +1
**E_HOMO (spin up / spin down)**: -9.0 / -10.2 eV
**Total energy**: -7077.3123 hartree
**Kohn-Sham gap (spin up / spin down)**: 6.82 / 6.67 eV
**E_LUMO (spin up / spin down)**: -2.1 / -3.5 eV
**Energy relative to the best compared isomer or geometry (same formula, charge and spin)**: 32.89 kcal per mole
**2S+1**: 5

Cartesian coordinates (Å):
H: 1.2855 3.8432 4.5556
C: 0.5389 -2.9388 1.7078
H: -1.1404 1.2214 -4.7695
H: 0.2966 0.2098 -4.6292
H: -1.2453 2.6383 2.1798
H: -2.4202 1.5855 1.3457
H: 0.0787 -5.0871 1.7991
H: 2.7917 2.4907 0.1469
C: -1.5048 -1.6533 2.3033
H: -4.2824 4.3661 -0.1478
C: -4.0527 3.5392 0.5189
C: -2.2825 2.5271 1.8780
Se: 0.0888 1.8120 -2.7311
H: -2.0157 -0.7093 2.4707
C: 2.3692 4.5309 0.5658
N: -2.6282 3.6285 0.9381
C: 0.9112 -3.2247 0.2698
C: 0.1625 0.8398 5.6377
H: 1.3568 -3.0508 2.4244
C: -0.3775 -3.9228 -0.0137
C: 2.0133 -4.3011 -1.5420
C: 2.0571 -3.4440 -0.4143
H: 1.6762 6.5345 0.9482
H: -4.6896 3.5755 1.3990
C: 4.3982 -0.4117 -1.9310
N: 2.2660 -0.4180 1.5836
C: -0.5835 0.5701 -4.0964
H: 1.2489 2.6511 2.4124
N: 2.3718 -0.0828 -0.7088
C: -2.4724 -0.2524 -2.5841
H: -2.8340 -1.9128 -4.7730
H: -2.9400 2.5858 2.7430
H: -1.1504 -5.5986 -1.2760
H: -3.2679 -2.7853 2.9535
N: 0.9202 -6.7481 -3.7743
H: 0.9208 -2.2398 -2.2897
H: -1.8630 2.6886 -0.7709
H: 0.5816 2.6914 6.6339
C: -1.7182 3.6490 -0.2760
C: -1.7754 -4.0645 2.2020
P: 0.6026 -0.0607 1.6392
Se: -1.8469 -0.5202 -0.7415
H: -1.1785 -3.2032 -0.2409
C: -0.2143 -1.6510 1.9521
C: -2.3120 -0.9637 -4.9501
H: 2.8887 -4.4553 -2.1556
Os: 0.1898 0.8766 -0.5354
C: 0.8431 -5.0741 -1.7991
C: -0.2778 3.8920 0.0717
C: 0.5216 0.8056 3.2488
H: -0.1702 -0.8733 4.4059
C: 5.0674 -0.7069 -0.7459
C: 1.4020 5.5216 0.6868
O: -3.2389 0.0813 -5.1981
H: 2.7667 -0.6193 2.4357
H: 3.4119 4.7708 0.7339
H: -3.7142 -0.1073 -6.0120
H: 2.4864 0.1470 -2.7444
H: 3.0071 -3.0335 -0.0933
C: 4.3752 -0.6993 0.4443
H: 4.9050 -0.4153 -2.8845
C: 0.9582 2.8120 4.5238
H: -2.1095 4.4416 -0.9152
H: -0.6687 5.9790 0.4435
C: 3.0116 -0.3936 0.4200
H: -0.4475 -2.4022 -4.3411
C: 0.8852 -6.0142 -2.8915
O: 0.5888 -1.4948 -2.8031
H: -2.4832 4.5117 1.4289
H: -1.2118 -2.5279 -2.7490
C: 0.5659 2.1653 5.6884
H: -1.6382 -1.0996 -5.8040
H: -4.1859 2.5922 -0.0003
H: -3.3577 -0.8830 -2.6707
C: 0.6749 2.8612 -0.0081
H: 4.8617 -0.9307 1.3827
H: -2.3365 -4.9743 2.3770
C: -0.6434 -1.8621 -3.4063
C: -2.2803 -2.8750 2.5208
H: -2.7945 0.7802 -2.7032
C: 2.0077 3.2370 0.2259
C: 0.9377 2.1379 3.3131
C: 0.0859 5.1961 0.4186
C: 3.0604 -0.0990 -1.8631
H: -0.1329 0.3264 6.5432
H: 6.1230 -0.9448 -0.7543
C: -1.4803 -0.6115 -3.7072
C: -0.2973 -4.9709 -1.0543
C: 0.1427 0.1606 4.4268
C: -0.4399 -4.1622 1.5518